Here is a cluster of 2 separate species, C4H6O2 in total at a distorted geometry from OMol25. Energies are from ωB97M-V/def2-TZVPD.

Its energy relative to the best compared isomer or geometry (same formula, charge and spin) is 767.2 kJ/mol. The HOMO-LUMO gap is 8.7 eV. The strongest force on any atom comes out at 1.188 eV Å⁻¹. The total energy is -306.214071 hartree. The HOMO energy comes out at -9.6 eV.

Geometry as ORCA input:
```
! RIJCOSX wB97M-V def2-TZVPD def2/J DEFGRID3
* xyz 0 1
C 2.247 0.243 0.568
C -2.358 0.743 -0.586
C -1.277 -0.197 -0.335
C -0.426 -1.015 -0.109
O 2.945 -0.602 -0.078
O 2.496 -1.717 0.763
H 1.714 1.003 -0.002
H 2.278 0.281 1.651
H 0.336 -1.736 0.089
H -2.387 1.529 0.175
H -3.326 0.235 -0.580
H -2.242 1.232 -1.556
*
```

---

Here is a cluster of 2 separate species, C4H6O2S in total at a distorted geometry from OMol25. Energies are from ωB97M-V/def2-TZVPD.

Its energy relative to the best compared isomer or geometry (same formula, charge and spin) is 253.9 kJ/mol. The HOMO-LUMO gap is 8.3 eV. The strongest force on any atom comes out at 5.415 eV Å⁻¹. The total energy is -704.582814 hartree. The HOMO energy comes out at -8.1 eV.

Geometry as ORCA input:
```
! RIJCOSX wB97M-V def2-TZVPD def2/J DEFGRID3
* xyz 0 1
C -1.304 -2.545 0.780
C 1.042 -0.513 0.045
C 0.136 1.991 -0.314
C 0.155 0.666 0.462
O -0.436 -3.304 0.631
O -2.159 -1.846 0.949
S 1.327 -0.641 -1.519
H 0.996 2.155 -0.957
H 0.049 2.819 0.309
H -0.785 2.036 -0.980
H -0.928 0.219 0.427
H 0.300 1.006 1.472
H 1.608 -2.042 -1.305
*
```

---

Here is the molecule C4H6O2S at a distorted geometry from OMol25. Energies are from ωB97M-V/def2-TZVPD.

Its energy relative to the best compared isomer or geometry (same formula, charge and spin) is 235.5 kJ/mol. The HOMO-LUMO gap is 9.4 eV. The strongest force on any atom comes out at 3.874 eV Å⁻¹. The total energy is -704.589817 hartree. The HOMO energy comes out at -8.9 eV.

Geometry as ORCA input:
```
! RIJCOSX wB97M-V def2-TZVPD def2/J DEFGRID3
* xyz 0 1
C 2.838 0.062 0.028
C 1.650 -0.438 0.391
C 0.175 0.071 0.492
C -0.771 -0.632 -0.470
O 3.782 0.582 -0.352
O -2.476 1.376 0.089
S -2.496 -0.319 0.021
H -3.017 1.584 -0.774
H 1.784 -1.306 0.897
H -0.327 0.012 1.393
H 0.031 1.160 0.299
H -0.510 -0.490 -1.573
H -0.662 -1.662 -0.440
*
```

---

Here is the molecule C4H6O2S at a distorted geometry from OMol25. Energies are from ωB97M-V/def2-TZVPD.

Its energy relative to the best compared isomer or geometry (same formula, charge and spin) is 385.8 kJ/mol. The HOMO-LUMO gap is 11.5 eV. The strongest force on any atom comes out at 6.219 eV Å⁻¹. The total energy is -704.532579 hartree. The HOMO energy comes out at -10.7 eV.

Geometry as ORCA input:
```
! RIJCOSX wB97M-V def2-TZVPD def2/J DEFGRID3
* xyz 0 1
C 1.213 -0.783 -0.096
C -0.349 1.395 -0.087
C 0.707 0.161 0.868
C -0.088 -1.019 0.493
O -2.520 -0.206 -0.044
O -1.077 -0.395 -2.051
S -1.213 -0.091 -0.635
H 1.191 -0.446 -1.047
H 2.014 -1.309 0.107
H -0.833 2.062 0.486
H 0.319 2.060 -0.716
H 1.068 0.443 1.751
H -0.432 -1.871 0.971
*
```

---

Here is the molecule C4H6O2S2 at a distorted geometry from OMol25. Energies are from ωB97M-V/def2-TZVPD.

Its energy relative to the best compared isomer or geometry (same formula, charge and spin) is 324.0 kJ/mol. The HOMO-LUMO gap is 8.8 eV. The strongest force on any atom comes out at 4.062 eV Å⁻¹. The total energy is -1102.774527 hartree. The HOMO energy comes out at -8.9 eV.

Geometry as ORCA input:
```
! RIJCOSX wB97M-V def2-TZVPD def2/J DEFGRID3
* xyz 0 1
C 0.422 1.625 -0.338
C -0.296 0.313 -0.023
C -2.298 -0.654 0.195
C 2.106 -1.285 0.077
H -0.018 2.409 0.355
H 0.297 1.772 -1.421
H 1.483 1.307 -0.104
H -0.229 0.240 1.065
H -1.649 -1.730 0.434
H 2.948 -1.989 -0.286
O -1.710 0.473 -0.331
O 2.433 -0.413 0.884
S -3.896 -0.740 0.160
S 0.407 -1.327 -0.665
*
```

---

Here is a cluster of 2 separate species, C4H6O2S2 in total at a distorted geometry from OMol25. Energies are from ωB97M-V/def2-TZVPD.

The expectation value of S² is 2.01. Its energy relative to the best compared isomer or geometry (same formula, charge and spin) is 49.0 kJ/mol. The HOMO-LUMO gap (spin up / spin down) is 5.5 / 7.6 eV. The strongest force on any atom comes out at 4.495 eV Å⁻¹. The total energy is -1102.674474 hartree. The HOMO energy (spin up / spin down) comes out at -5.9 / -8.9 eV.

Geometry as ORCA input:
```
! RIJCOSX wB97M-V def2-TZVPD def2/J DEFGRID3
* xyz 0 3
C -0.660 -0.683 1.243
C 2.178 0.253 -0.664
C -1.350 1.096 -0.321
C -1.358 -0.354 0.161
O -0.325 -0.924 2.323
O -1.842 -1.269 -0.749
S 2.365 -0.969 -1.735
S 2.614 0.290 1.005
H -0.571 1.261 -1.175
H -2.448 1.471 -0.484
H -1.049 1.590 0.550
H 1.680 1.304 -0.911
H -2.368 -2.065 -0.364
H 3.134 -1.002 1.122
*
```

---

Here is a structure of composition C4H6O2Sn at a distorted geometry from OMol25. Energies are from ωB97M-V/def2-TZVPD.

The expectation value of S² is 1.25. Its energy relative to the best compared isomer or geometry (same formula, charge and spin) is 416.7 kJ/mol. The HOMO-LUMO gap (spin up / spin down) is 6.4 / 6.6 eV. The strongest force on any atom comes out at 4.027 eV Å⁻¹. The total energy is -520.264056 hartree. The HOMO energy (spin up / spin down) comes out at -11.8 / -12.2 eV.

Geometry as ORCA input:
```
! RIJCOSX wB97M-V def2-TZVPD def2/J DEFGRID3
* xyz 1 2
O 3.304 0.432 -0.395
C 2.660 -0.525 0.138
H 4.265 0.294 -0.480
H 3.321 -1.344 0.478
C -0.721 1.342 0.196
C -1.709 0.488 -0.377
C -2.271 -0.689 0.326
O -1.062 -1.057 -0.314
Sn 0.595 -0.300 0.466
H -2.194 0.750 -1.326
H -0.740 2.419 0.011
H -3.147 -1.149 -0.146
H -2.301 -0.660 1.421
*
```

---

Here is a structure of composition C4H6O3Pm at a distorted geometry from OMol25. Energies are from ωB97M-V/def2-TZVPD.

The expectation value of S² is 8.89. The HOMO-LUMO gap (spin up / spin down) is 2.9 / 3.4 eV. The strongest force on any atom comes out at 4.176 eV Å⁻¹. The total energy is -989.610197 hartree. The HOMO energy (spin up / spin down) comes out at -5.0 / -5.6 eV.

Geometry as ORCA input:
```
! RIJCOSX wB97M-V def2-TZVPD def2/J DEFGRID3
* xyz 0 6
H 1.128 -1.732 0.608
C 0.872 -0.825 1.173
C -0.321 -0.186 0.830
H -1.252 -0.710 1.077
H 0.063 -0.335 2.217
O 2.122 -0.185 1.432
O 2.241 0.106 2.844
Pm 2.730 2.346 2.589
C -1.767 0.177 -1.860
C -0.654 0.175 -1.116
O -1.824 0.390 -3.227
H -2.747 -0.103 -1.462
H 0.348 0.337 -1.531
H -0.939 0.544 -3.573
*
```